<w>
Below is a cluster of 2 separate species, C3H9O in total, with properties calculated with wB97M-V/def2-TZVPD.

Bonds (Å) are listed after each position.
Element x y z (Å)
1 C 2.691 0.921 -0.193  H2 1.085, H3 1.081, H4 1.085, H5 1.105
2 H 1.781 1.142 0.354  C1 1.085
3 H 3.265 0.097 0.207  C1 1.081
4 H 2.406 0.797 -1.233  C1 1.085
5 H 3.276 1.855 -0.108  C1 1.105
6 C -1.302 -0.582 -0.561  O7 1.354, C8 1.558, H9 1.143, H10 1.116
7 O -0.029 -0.122 -0.590  C6 1.354
8 C -2.055 -0.662 0.800  C6 1.558, H11 1.104, H12 1.099, H13 1.091
9 H -1.875 0.231 -1.125  C6 1.143
10 H -1.494 -1.548 -1.087  C6 1.116
11 H -1.333 -0.690 1.635  C8 1.104
12 H -2.716 0.161 1.105  C8 1.099
13 H -2.616 -1.598 0.797  C8 1.091

Computed properties:
Molar mass = 61.104 Da
HOMO = -1.9 eV
Total charge = -1

<x>
Below is a cluster of 2 separate species, C3H9O in total, with properties calculated with wB97M-V/def2-TZVPD.

Bonds (Å) are listed after each position.
Element x y z (Å)
1 O 0.463 0.147 -2.902  H2 0.968
2 H 0.097 -0.562 -3.449  O1 0.968
3 C 0.346 1.241 0.994  C4 1.528, H6 1.090, H7 1.082, H8 1.105
4 C -0.147 0.169 0.024  C3 1.528, C5 1.530, H9 1.111, H10 1.088
5 C -0.320 -1.212 0.660  C4 1.530, H11 1.095, H12 1.096, H13 1.082
6 H -0.021 1.049 2.002  C3 1.090
7 H 0.113 2.223 0.606  C3 1.082
8 H 1.448 1.240 1.075  C3 1.105
9 H 0.412 0.021 -0.925  C4 1.111
10 H -1.132 0.484 -0.314  C4 1.088
11 H -1.217 -1.269 1.285  C5 1.095
12 H -0.603 -1.879 -0.162  C5 1.096
13 H 0.562 -1.653 1.106  C5 1.082

Computed properties:
Molar mass = 61.104 Da
HOMO = -2.3 eV
Total charge = -1

What are the relative energies? In eV: <w> 0.308; <x> 0.000.

<w>
Below is a cluster of 3 separate species, C3H12N2O2 in total, with properties calculated with wB97M-V/def2-TZVPD.

Bonds (Å) are listed after each position.
Element x y z (Å)
1 H 0.558 -1.874 0.037  N2 1.030
2 N -0.468 -1.822 -0.038  H1 1.030, C3 1.310
3 C -0.971 -0.878 0.720  N2 1.310, N4 1.362, H7 1.097
4 N -0.218 0.111 1.277  C3 1.362, C5 1.530, H8 1.029
5 C -0.357 1.617 1.047  N4 1.530, C6 1.571, H9 1.060, H10 1.137
6 C 0.299 2.627 2.055  C5 1.571, H11 1.119, H12 1.133, H13 1.124
7 H -1.997 -0.565 0.948  C3 1.097
8 H 0.788 -0.102 1.260  N4 1.029
9 H 0.039 1.934 0.116  C5 1.060
10 H -1.465 1.812 1.215  C5 1.137
11 H 0.370 2.156 3.068  C6 1.119
12 H 1.364 2.931 1.815  C6 1.133
13 H -0.226 3.618 1.988  C6 1.124
14 O 0.563 -3.695 -1.995  H15 0.958, H16 0.917
15 H -0.232 -3.424 -1.534  O14 0.958
16 H 0.625 -4.609 -1.960  O14 0.917
17 O 0.330 0.232 -2.978  H18 0.966, H19 0.973
18 H 1.069 0.434 -3.567  O17 0.966
19 H -0.070 -0.504 -3.474  O17 0.973

Computed properties:
Molar mass = 108.141 Da
HOMO = -8.8 eV

<x>
Below is a cluster of 3 separate species, C3H12N2O2 in total, with properties calculated with wB97M-V/def2-TZVPD.

Bonds (Å) are listed after each position.
Element x y z (Å)
1 C 0.875 -0.084 2.393  C2 1.504, H6 1.087, H7 1.140, H8 1.104
2 C 0.458 0.284 0.996  C1 1.504, N3 1.442, C4 1.330
3 N 0.697 -0.789 0.063  C2 1.442, H9 1.026, H10 1.020
4 C 0.012 1.476 0.607  C2 1.330, N5 1.405, H11 1.082
5 N 0.081 1.894 -0.733  C4 1.405, H12 1.018, H13 1.011
6 H 1.944 -0.280 2.377  C1 1.087
7 H 0.378 -1.056 2.720  C1 1.140
8 H 0.569 0.719 3.087  C1 1.104
9 H 1.221 -0.445 -0.750  N3 1.026
10 H 1.363 -1.371 0.572  N3 1.020
11 H -0.408 2.075 1.404  C4 1.082
12 H -0.108 1.139 -1.389  N5 1.018
13 H -0.519 2.618 -1.103  N5 1.011
14 O 0.308 -0.442 -3.892  H15 0.960, H16 0.970
15 H 0.781 -0.445 -3.057  O14 0.960
16 H -0.615 -0.256 -3.658  O14 0.970
17 O -2.650 -1.730 -0.153  H18 0.970, H19 0.963
18 H -1.795 -1.281 -0.244  O17 0.970
19 H -2.592 -2.025 0.761  O17 0.963

Computed properties:
Molar mass = 108.141 Da
HOMO = -8.0 eV

What are the relative energies? In eV: <w> 0.593; <x> 0.000.

<w>
Below is a cluster of 2 separate species, C3H12N2O2 in total, with properties calculated with wB97M-V/def2-TZVPD.

Bonds (Å) are listed after each position.
Element x y z (Å)
1 N -1.362 -0.103 -1.387  C2 1.437, H7 0.993, H8 1.000
2 C -0.066 0.491 -1.566  N1 1.437, N3 1.461, H9 1.094, H10 1.078
3 N 0.267 1.556 -0.622  C2 1.461, C4 1.451, H11 1.017
4 C 0.789 1.173 0.677  N3 1.451, C5 1.515, H12 1.075, H13 1.103
5 C -0.175 0.636 1.714  C4 1.515, O6 1.404, H14 1.090, H15 1.080
6 O -0.761 -0.615 1.460  C5 1.404, H16 0.962
7 H -1.686 -0.609 -2.178  N1 0.993
8 H -1.481 -0.563 -0.507  N1 1.000
9 H 0.777 -0.201 -1.493  C2 1.094
10 H 0.018 0.904 -2.558  C2 1.078
11 H -0.562 2.123 -0.457  N3 1.017
12 H 1.604 0.494 0.506  C4 1.075
13 H 1.240 2.064 1.145  C4 1.103
14 H 0.351 0.581 2.666  C5 1.090
15 H -0.978 1.352 1.810  C5 1.080
16 H -0.062 -1.268 1.353  O6 0.962
17 O 0.864 -2.598 0.165  H18 0.958, H19 0.976
18 H 0.985 -2.110 -0.650  O17 0.958
19 H 0.236 -3.304 -0.079  O17 0.976

Computed properties:
Molar mass = 108.141 Da
HOMO = -8.6 eV

<x>
Below is a cluster of 3 separate species, C3H12N2O2 in total, with properties calculated with wB97M-V/def2-TZVPD.

Bonds (Å) are listed after each position.
Element x y z (Å)
1 C -0.952 -1.388 -1.213  C2 1.506, H6 1.090, H7 1.098, H8 1.091
2 C -0.020 -0.415 -0.539  C1 1.506, N3 1.459, H9 1.105, H10 1.094
3 N -0.731 0.734 0.012  C2 1.459, C4 1.279
4 C -0.192 1.310 1.018  N3 1.279, N5 1.370, H11 1.085
5 N 1.150 1.297 1.294  C4 1.370, H12 1.002, H13 1.012
6 H -1.590 -0.961 -1.987  C1 1.090
7 H -1.665 -1.833 -0.508  C1 1.098
8 H -0.377 -2.157 -1.732  C1 1.091
9 H 0.711 -0.138 -1.320  C2 1.105
10 H 0.516 -1.024 0.195  C2 1.094
11 H -0.831 1.798 1.747  C4 1.085
12 H 1.760 1.422 0.509  N5 1.002
13 H 1.467 1.847 2.083  N5 1.012
14 O 3.783 -0.302 -0.148  H15 0.964, H16 0.962
15 H 3.739 -1.066 -0.734  O14 0.964
16 H 2.948 0.150 -0.308  O14 0.962
17 O -3.329 -0.072 0.554  H18 0.981, H19 0.955
18 H -2.405 0.193 0.358  O17 0.981
19 H -3.982 0.605 0.720  O17 0.955

Computed properties:
Molar mass = 108.141 Da
HOMO = -9.5 eV

What are the relative energies? In eV: <w> 0.000; <x> 0.235.

<w>
Below is a cluster of 3 separate species, C3H12N2O2 in total, with properties calculated with wB97M-V/def2-TZVPD.

Bonds (Å) are listed after each position.
Element x y z (Å)
1 H -2.746 -0.958 0.996  N2 1.020
2 N -2.111 -0.199 0.751  H1 1.020, C3 1.286
3 C -1.413 -0.617 -0.244  N2 1.286, N4 1.370, H7 1.097
4 N -0.173 -0.122 -0.554  C3 1.370, C5 1.475, H8 1.013
5 C 0.180 0.162 -1.957  N4 1.475, C6 1.538, H9 1.089, H10 1.084
6 C 1.349 1.160 -1.924  C5 1.538, H11 1.091, H12 1.087, H13 1.087
7 H -1.714 -1.353 -0.999  C3 1.097
8 H 0.129 0.536 0.153  N4 1.013
9 H 0.598 -0.757 -2.365  C5 1.089
10 H -0.718 0.516 -2.451  C5 1.084
11 H 1.515 1.671 -2.874  C6 1.091
12 H 1.130 1.955 -1.216  C6 1.087
13 H 2.302 0.693 -1.688  C6 1.087
14 O -0.160 1.153 2.407  H15 0.961, H16 0.977
15 H -0.607 0.757 3.160  O14 0.961
16 H -0.868 0.977 1.759  O14 0.977
17 O 1.865 -1.571 0.914  H18 0.966, H19 0.961
18 H 2.023 -1.147 1.767  O17 0.966
19 H 0.921 -1.731 0.845  O17 0.961

Computed properties:
Molar mass = 108.141 Da
HOMO = -9.4 eV

<x>
Below is a cluster of 2 separate species, C3H12N2O2 in total, with properties calculated with wB97M-V/def2-TZVPD.

Bonds (Å) are listed after each position.
Element x y z (Å)
1 N -2.305 0.382 0.858  C2 1.462, H7 1.011, H8 1.001
2 C -1.512 -0.334 -0.141  N1 1.462, C3 1.556, H9 1.090, H10 1.086
3 C -0.146 0.403 -0.253  C2 1.556, N4 1.463, H11 1.091, H12 1.097
4 N 0.761 -0.142 0.758  C3 1.463, C5 1.464, H13 1.014
5 C 1.871 0.719 1.170  N4 1.464, O6 1.432, H14 1.087, H15 1.092
6 O 3.105 0.075 0.831  C5 1.432, H16 0.955
7 H -2.906 -0.260 1.358  N1 1.011
8 H -2.738 1.241 0.580  N1 1.001
9 H -1.923 -0.341 -1.151  C2 1.090
10 H -1.355 -1.343 0.230  C2 1.086
11 H 0.366 0.268 -1.206  C3 1.091
12 H -0.388 1.470 -0.176  C3 1.097
13 H 0.229 -0.479 1.553  N4 1.014
14 H 1.976 1.635 0.595  C5 1.087
15 H 1.839 0.814 2.258  C5 1.092
16 H 3.107 -0.796 1.223  O6 0.955
17 O -0.031 -1.339 -3.204  H18 0.984, H19 0.963
18 H 0.225 -1.564 -2.280  O17 0.984
19 H -0.173 -0.408 -3.003  O17 0.963

Computed properties:
Molar mass = 108.141 Da
HOMO = -9.3 eV

What are the relative energies? In eV: <w> 0.000; <x> 0.551.

<w>
Below is a cluster of 3 separate species, C3H12N2O2 in total, with properties calculated with wB97M-V/def2-TZVPD.

Bonds (Å) are listed after each position.
Element x y z (Å)
1 C -2.159 -1.766 -2.236  C2 1.512, H6 1.095, H7 1.093, H8 1.090
2 C -1.226 -1.064 -1.275  C1 1.512, N3 1.426, C4 1.323
3 N -0.876 -1.747 -0.073  C2 1.426, H9 1.023, H10 1.021
4 C -0.875 0.190 -1.511  C2 1.323, N5 1.416, H11 1.084
5 N -0.095 0.973 -0.626  C4 1.416, H12 1.010, H13 1.005
6 H -2.223 -2.845 -2.058  C1 1.095
7 H -3.198 -1.433 -2.166  C1 1.093
8 H -1.854 -1.616 -3.271  C1 1.090
9 H 0.031 -2.205 -0.194  N3 1.023
10 H -1.534 -2.519 0.041  N3 1.021
11 H -1.073 0.619 -2.487  C4 1.084
12 H 0.855 0.681 -0.447  N5 1.010
13 H -0.107 1.945 -0.881  N5 1.005
14 O 4.654 2.614 2.163  H15 0.965, H16 0.965
15 H 5.267 2.767 2.892  O14 0.965
16 H 3.870 3.071 2.492  O14 0.965
17 O -0.546 0.307 2.455  H18 0.969, H19 0.967
18 H -0.286 0.707 1.612  O17 0.969
19 H -0.525 -0.632 2.221  O17 0.967

Computed properties:
Molar mass = 108.141 Da
HOMO = -8.2 eV

<x>
Below is a cluster of 4 separate species, C3H12N2O2 in total, with properties calculated with wB97M-V/def2-TZVPD.

Bonds (Å) are listed after each position.
Element x y z (Å)
1 C 1.990 0.122 1.175  C2 1.456, H6 1.111, H7 1.080, H8 1.118
2 C 0.619 0.180 0.688  C1 1.456, C3 1.434, N5 1.338
3 C 0.080 -1.063 0.217  C2 1.434, N4 1.328, H9 1.123
4 N -1.144 -1.079 -0.297  C3 1.328, H10 1.061, H11 1.015
5 N -0.101 1.305 0.604  C2 1.338, H12 1.168, H13 1.016
6 H 2.575 1.009 0.852  C1 1.111
7 H 1.950 0.018 2.250  C1 1.080
8 H 2.456 -0.762 0.673  C1 1.118
9 H 0.740 -1.968 0.297  C3 1.123
10 H -1.409 -0.209 -0.844  N4 1.061
11 H -1.393 -1.913 -0.819  N4 1.015
12 H -0.672 1.293 -0.415  N5 1.168
13 H 0.504 2.121 0.629  N5 1.016
14 H 2.742 -3.276 0.583  O16 0.961
15 H -4.464 2.509 -1.238  H17 0.743
16 O 2.269 -2.444 0.672  H14 0.961
17 H -3.833 2.118 -1.225  H15 0.743
18 H -1.338 0.891 -2.350  O19 0.963
19 O -1.571 1.150 -1.452  H18 0.963

Computed properties:
Molar mass = 108.141 Da
HOMO = -8.2 eV

What are the relative energies? In eV: <w> 0.000; <x> 4.807.